{"formula": "C5H5N2O3S", "method": "the ωB97M-V functional and the def2-TZVPD basis", "elements": ["C", "C", "C", "C", "C", "N", "N", "O", "O", "O", "S", "H", "H", "H", "H", "H"], "xyz": [[0.508591, 1.628677, 0.069708], [1.316534, 0.445117, 0.025415], [0.792330, -0.826815, 0.012053], [-1.436778, -0.097927, 0.015451], [-2.860083, -0.183500, -0.022157], [-0.748234, 1.686318, 0.094197], [2.754205, 0.582981, -0.026465], [3.370118, -0.462611, 0.027442], [3.204773, 1.687567, -0.125745], [-0.579759, -1.016379, -0.010812], [1.724582, -2.264709, 0.007430], [1.045430, 2.582921, 0.088310], [-3.235599, -0.758837, 0.833431], [-3.182885, -0.742862, -0.907712], [-3.305613, 0.810811, -0.026962], [0.632384, -3.070748, -0.053585]], "forces_ev_per_a": [[1.10, -0.04, -0.05], [-1.12, -1.23, -0.04], [1.66, 0.94, -0.01], [2.96, 5.69, 0.27], [-0.81, -0.45, -0.05], [-3.06, -4.11, -0.18], [-0.48, -0.18, 0.05], [0.64, 0.05, 0.01], [0.34, 0.52, -0.02], [-0.97, -0.63, 0.01], [-0.56, -0.61, -0.04], [-0.12, -0.06, 0.01], [0.10, -0.01, 0.05], [0.07, -0.04, -0.06], [0.20, -0.06, 0.03], [0.05, 0.23, 0.02]], "mulliken_charge": [-0.033, -0.090, 0.595, 0.793, -1.072, -0.468, 1.025, -0.628, -0.560, -0.278, -0.046, 0.515, 0.353, 0.355, 0.334, 0.205], "e_above_lowest_kj_mol": 127.4, "multiplicity": 1, "total_energy_ev": -25209.808, "homo_lumo_gap_ev": 7.98, "max_force_ev_per_a": 6.41, "total_charge": 1}